[1]
Density functional theory data (ωB97M-V/def2-TZVPD) for a gas-phase ion, C3H7N2S (charge +1) at a distorted geometry.

Properties
Strongest force on any atom ... 5.4 eV Å⁻¹
Orbital gap ... 0.3262 Ha
Spin multiplicity ... 1
Total charge ... +1
M ... 103.2 g mol⁻¹

Last column: natural (NBO) charge in e.
Positions of all 13 atoms, in Å:
C  0.09  -2.49  0.07  0.11
C  0.59  0.01  -0.02  0.48
C  -1.46  1.28  0.14  -0.42
N  0.27  -1.22  -0.09  -0.41
N  0.00  1.15  0.04  -0.55
S  2.57  0.20  0.17  0.02
H  0.15  -3.01  1.00  0.23
H  -0.11  -2.98  -0.91  0.23
H  -1.93  1.82  -0.64  0.24
H  -1.77  0.20  0.27  0.22
H  -1.56  1.97  1.04  0.24
H  0.62  2.02  -0.15  0.46
H  2.55  1.04  -0.93  0.15

[2]
Density functional theory data (ωB97M-V/def2-TZVPD) for 2 unconnected molecules or ions with the total composition C3H7N2S at a distorted geometry.

Properties
Strongest force on any atom ... 4.0 eV Å⁻¹
Orbital gap ... 0.3585 Ha
Spin multiplicity ... 1
Total charge ... +1
M ... 103.2 g mol⁻¹

Last column: natural (NBO) charge in e.
Positions of all 13 atoms, in Å:
C  -2.57  -1.00  -0.65  -0.22
C  -1.70  -1.85  -0.56  -0.25
C  0.92  0.44  -0.18  0.39
N  1.66  1.14  -1.03  -0.73
N  0.96  0.45  1.15  -0.68
S  0.02  -0.59  2.09  0.29
H  -3.25  -0.27  -1.03  0.25
H  -0.91  0.40  2.22  0.15
H  -1.00  -2.46  -0.16  0.22
H  0.01  -0.02  -0.55  0.25
H  1.61  1.10  -2.11  0.47
H  2.45  1.74  -0.73  0.43
H  1.80  0.93  1.53  0.42

E_LUMO / eV: -5.3; -4.1